234
Properties=species:S:1:pos:R:3:forces:R:3:mulliken_charge:R:1 method="wB97M-V/def2-TZVPD" homo_energy_ev=-14.0 total_charge=+4 total_energy_ev=-202069.123
C 0.250193 -4.069927 3.114450 -1.180 -0.478 0.655 -1.267
C -0.899384 -3.522580 4.004368 0.528 -1.382 -0.804 -0.250
C -1.296474 -2.180676 3.477704 0.072 1.064 -0.460 0.709
N -2.265722 -1.460990 4.354099 -0.406 0.638 -0.141 0.620
C -3.645021 -1.865664 3.979912 -0.820 0.137 -0.337 -0.602
C -2.208812 0.071197 4.184095 -0.557 -1.332 -0.621 0.696
C -3.098810 0.545025 5.338779 -1.290 -0.541 -1.671 -0.661
C -2.988567 -0.465342 6.463336 0.327 -0.996 0.991 -1.016
C -2.093715 -1.589035 5.820354 -0.215 1.347 0.159 -0.603
H -0.075523 -4.320974 2.140385 -0.622 -0.072 -1.144 -0.134
H 0.610823 -4.978887 3.539009 0.287 -0.772 0.457 0.539
H 1.088356 -3.432654 3.028025 0.705 1.043 0.127 0.334
H -0.441689 -3.480919 4.985457 -0.244 0.372 0.406 0.464
H -1.744405 -4.262267 4.051110 0.682 0.703 -0.165 0.285
H -1.802334 -2.204405 2.473837 0.749 -0.313 0.749 -0.235
H -0.412378 -1.527400 3.436698 -0.101 -0.279 -0.144 -0.596
H -3.945842 -1.219748 3.142515 -0.041 -0.476 0.135 0.146
H -4.200619 -1.555972 4.848359 -0.916 -0.447 -0.110 0.539
H -3.827286 -2.935929 3.709562 0.741 0.888 0.512 0.056
H -2.593005 0.181752 3.142625 0.476 0.822 1.050 -0.877
H -1.168569 0.351557 4.305742 0.200 0.049 -0.114 0.206
H -4.134189 0.583503 4.952640 0.408 0.084 0.256 0.250
H -2.878769 1.526107 5.609115 0.541 1.645 0.508 0.740
H -4.006967 -0.809300 6.794653 1.074 0.085 -0.390 0.369
H -2.498630 -0.078037 7.400983 -0.342 -0.324 -1.082 0.292
H -2.290550 -2.580515 6.067513 -0.572 -1.606 0.801 0.573
H -1.057105 -1.394654 6.011425 0.643 0.169 0.188 0.334
C 1.238347 -7.916841 -5.790769 -0.172 -0.669 -0.106 -1.248
C 0.372308 -6.778611 -5.322473 -0.590 0.669 1.436 -0.303
C 0.788304 -6.451503 -3.896055 -0.340 0.758 -0.545 -1.101
N 0.318980 -5.099959 -3.398652 -2.332 -1.366 1.796 0.531
C 0.868626 -3.950341 -4.088525 1.235 0.058 -0.804 -0.456
C 0.663834 -5.055359 -1.889141 -0.408 -0.975 -0.657 0.159
C -0.348272 -5.982059 -1.176256 -0.318 1.021 -1.422 -0.674
C -1.642056 -5.881976 -2.113640 1.104 -0.507 1.162 -0.713
C -1.249567 -5.035054 -3.313232 1.060 0.706 1.265 0.769
H 0.854039 -8.435184 -6.695974 0.476 0.538 0.519 0.362
H 1.221132 -8.651683 -4.965876 0.125 -0.011 -0.457 0.319
H 2.284709 -7.589609 -5.887489 -0.362 -0.187 -0.320 0.355
H -0.661141 -7.006109 -5.181516 -0.915 -0.918 -0.560 0.407
H 0.308094 -5.853068 -5.859429 0.629 0.258 -1.008 0.245
H 1.853567 -6.403853 -3.873779 0.922 -0.082 0.455 0.501
H 0.389464 -7.206159 -3.216422 0.332 0.179 0.014 0.577
H 0.493926 -3.002076 -3.694266 -0.107 -0.426 -0.106 -0.379
H 0.720893 -4.033661 -5.162104 -0.415 0.239 0.103 0.383
H 1.945586 -4.017270 -3.948318 0.200 0.309 0.142 0.419
H 0.475644 -4.048191 -1.615261 0.099 0.910 0.421 -0.194
H 1.721671 -5.310541 -1.823013 -0.099 0.047 0.248 0.567
H -0.550921 -5.690094 -0.156061 -0.006 0.421 0.101 -0.040
H -0.002356 -6.995777 -1.155746 0.248 -0.536 0.038 0.488
H -2.492067 -5.463706 -1.522467 0.568 -0.449 -0.919 0.193
H -1.755254 -6.912475 -2.431761 -0.933 -0.066 -0.047 0.471
H -1.413856 -3.992425 -3.059206 -0.240 0.239 -0.147 -1.072
H -1.755466 -5.271221 -4.227497 0.162 -0.187 -0.645 0.661
C -0.093339 3.182839 2.061007 0.502 -0.324 1.070 -1.316
C 0.179448 2.633756 0.691656 -0.577 -0.465 -0.907 0.339
C -1.086085 1.927720 0.194636 -0.082 -0.654 0.518 -0.201
N -0.879193 0.987460 -0.936158 1.196 -0.722 -0.704 0.957
C -0.253800 1.707523 -2.112115 -1.249 0.134 -0.766 -0.726
C -2.176384 0.279479 -1.338350 1.812 -0.645 -0.233 -0.105
C -1.658273 -0.810054 -2.336252 -0.307 2.117 0.204 1.438
C -0.263704 -1.211778 -1.784433 0.647 -0.161 -1.025 2.100
C 0.018635 -0.180095 -0.647901 -0.614 -1.748 1.121 0.675
H -0.296424 2.436192 2.852753 -0.152 -0.007 -0.653 0.050
H -0.953525 3.846995 1.982519 0.212 0.306 0.415 0.484
H 0.831630 3.650850 2.417956 -0.444 0.545 -0.031 0.413
H 1.016099 1.903437 0.665881 -0.189 0.791 -0.048 -0.427
H 0.303495 3.527676 0.045076 0.648 -0.711 0.119 0.425
H -1.828712 2.642189 -0.178928 0.012 -0.213 0.495 0.692
H -1.482920 1.277302 1.009535 -0.105 0.702 -0.524 -0.568
H -1.007294 2.392060 -2.512872 0.130 -0.078 0.145 -0.059
H -0.019173 1.000250 -2.930672 0.106 0.368 0.767 0.267
H 0.604714 2.288077 -1.805076 0.330 -0.353 0.206 0.307
H -2.782716 1.063815 -1.724033 -0.871 0.294 -0.451 0.576
H -2.627578 -0.250220 -0.483031 0.316 0.688 0.032 -0.498
H -1.606779 -0.325975 -3.340725 -0.057 -0.828 0.630 -0.513
H -2.435054 -1.539412 -2.242471 -0.016 -1.081 -0.474 0.002
H 0.508137 -1.270478 -2.646104 -1.011 0.634 1.565 -1.497
H -0.269012 -2.229236 -1.359669 -0.229 0.536 0.062 -1.795
H 1.062725 0.045279 -0.442852 -0.049 0.395 -0.556 0.476
H -0.387802 -0.650782 0.288826 0.240 0.476 -0.673 -0.482
C 5.070096 5.943928 -1.341186 0.726 -0.899 0.811 -1.634
C 4.684652 4.488482 -0.967419 -0.145 0.648 -0.115 0.892
C 5.634262 4.062009 0.126713 2.138 -1.187 -0.005 -1.047
N 5.685492 2.553493 0.456446 -0.077 0.116 0.991 0.435
C 4.324150 2.092844 0.858307 0.382 0.998 0.174 -1.044
C 6.599754 2.281147 1.602708 1.259 -0.578 0.905 -0.585
C 6.997791 0.726665 1.568039 -0.575 1.151 0.114 -0.488
C 6.664059 0.432954 0.046298 -1.651 -3.432 1.090 -0.399
C 6.245726 1.694233 -0.615733 -0.440 1.115 -0.620 -0.341
H 5.162448 6.507788 -0.417833 -0.397 0.442 0.030 0.413
H 4.416852 6.416515 -2.042042 -0.625 0.263 -0.221 0.388
H 6.070760 5.989889 -1.757382 0.198 -0.222 -0.292 0.391
H 4.707520 3.839226 -1.852619 0.033 -0.046 0.357 -0.022
H 3.677998 4.482184 -0.551306 -0.218 -0.083 -0.231 0.067
H 5.440623 4.497147 1.122073 0.045 0.269 -0.649 0.432
H 6.701998 4.276739 -0.210224 -1.247 -0.047 0.657 0.312
H 4.339618 1.172834 1.386610 0.249 -1.098 0.044 0.661
H 3.750833 2.059551 -0.029878 -0.938 -0.309 -0.729 -0.204
H 3.949018 2.805692 1.574846 -0.259 0.480 0.097 0.412
H 6.085086 2.608292 2.524908 0.551 -0.087 -0.396 0.396
H 7.551518 2.823970 1.412281 -0.806 0.062 0.296 0.443
H 6.401885 0.119864 2.320653 0.468 0.706 -1.244 0.134
H 8.072498 0.612428 1.884343 -1.046 0.205 -0.683 0.354
H 5.775728 -0.297074 0.041738 1.199 0.963 -0.006 0.083
H 7.446561 -0.114007 -0.494705 -0.056 0.473 0.168 0.599
H 5.462921 1.726090 -1.394981 0.725 -0.712 0.010 -0.223
H 7.156056 2.171160 -0.928075 0.262 0.677 -0.572 0.562
C -8.309452 5.410043 -0.356281 -0.737 1.327 1.052 -0.942
N -7.767754 4.261263 -1.043635 0.475 -1.721 -1.497 0.165
C -8.472179 3.088025 -1.062248 1.157 0.218 0.120 -0.656
C -7.953859 1.886631 -1.542781 -0.285 2.027 0.485 -0.607
C -6.683316 1.953358 -2.083174 -0.201 -0.538 0.478 0.608
C -6.011759 3.149617 -2.132935 1.283 0.830 -1.047 -0.361
C -6.545917 4.306277 -1.644625 -1.609 -0.151 0.401 -0.491
C -6.029608 0.732913 -2.526042 2.099 -0.863 -1.420 1.615
C -6.264017 -0.485100 -1.928426 -0.918 -0.711 -0.182 -0.825
C -5.727210 -1.658429 -2.441978 -0.342 1.164 0.649 -1.049
N -4.919013 -1.647855 -3.468099 1.181 0.463 -0.564 0.371
C -4.544029 -0.473723 -4.036552 0.191 0.486 -0.627 -0.944
C -5.043157 0.730456 -3.572396 -0.430 0.940 -0.232 -0.135
C -4.340061 -2.941533 -3.886660 -0.619 0.573 -1.860 -0.589
H -7.805651 6.362450 -0.609328 0.125 -0.819 -0.114 0.344
H -8.116796 5.217046 0.730533 -0.632 0.363 -0.831 0.354
H -9.382718 5.594446 -0.628914 0.929 -0.583 0.548 0.342
H -9.426956 3.167128 -0.620729 -0.918 -0.093 0.456 0.503
H -8.524564 0.986107 -1.431889 -0.189 -0.173 -0.172 0.573
H -5.046365 3.220430 -2.647718 -0.372 -0.022 0.435 -0.054
H -6.165539 5.296869 -1.787497 0.631 0.144 0.193 0.531
H -6.980469 -0.596310 -1.132218 0.095 0.104 0.307 0.471
H -5.882491 -2.621715 -2.057587 -0.452 -0.920 0.844 0.612
H -3.861461 -0.523344 -4.906983 -0.482 -0.046 0.849 0.729
H -4.690862 1.691803 -4.072422 -0.610 -1.583 0.642 0.595
H -5.024774 -3.345574 -4.654546 0.554 0.037 0.232 0.405
H -4.245680 -3.577883 -3.049393 -0.105 -0.489 0.973 0.390
H -3.358480 -2.739565 -4.290332 -0.023 -0.094 -0.251 -0.218
C 2.995082 2.744397 7.836682 -0.068 -0.494 0.938 -0.917
N 3.530089 1.803103 8.876638 -0.255 1.528 0.176 0.089
C 3.746264 2.345299 10.143593 -0.490 -1.895 -0.936 -0.515
C 4.089395 1.503347 11.189275 -0.469 0.036 -2.395 -0.611
C 4.418540 0.188625 10.826057 0.408 0.038 -0.693 0.953
C 4.374270 -0.246046 9.505440 -0.819 -1.085 -1.134 -0.850
C 3.780800 0.544263 8.512842 0.697 0.122 1.954 -0.179
C 5.012843 -0.629257 11.870785 3.033 -1.400 0.446 0.607
C 6.375250 -1.089608 11.730797 -2.525 0.716 0.611 -0.904
C 7.027971 -1.665695 12.776604 1.017 0.228 0.197 -0.069
N 6.421894 -1.766974 13.964720 -1.556 -0.435 0.380 -0.018
C 5.098261 -1.426019 14.113047 1.523 -0.642 1.402 -0.155
C 4.391613 -0.869728 13.080796 -0.757 0.146 -0.591 -0.638
C 7.186454 -2.313654 15.145823 -1.004 1.979 -0.594 -0.793
H 3.081905 2.235395 6.885378 0.119 0.414 -0.337 0.211
H 3.532358 3.664168 7.987309 0.454 0.290 -0.662 0.411
H 1.964075 2.976835 8.066388 -0.350 -0.263 -0.012 0.360
H 3.548970 3.396781 10.212311 -0.075 0.261 0.183 0.447
H 4.105062 1.826423 12.193378 0.236 0.463 0.849 0.604
H 4.616758 -1.264241 9.121490 0.059 0.750 1.020 0.443
H 3.545111 0.161447 7.519693 0.073 0.378 -0.059 0.642
H 6.922053 -0.914357 10.860826 0.630 0.212 -1.422 0.518
H 8.107777 -1.923764 12.682466 -1.077 -0.006 0.308 0.348
H 4.772345 -1.606487 15.160215 -0.328 0.257 -1.114 0.428
H 3.334044 -0.623042 13.078228 0.099 -0.061 0.902 0.559
H 6.536875 -2.884193 15.792735 0.106 -0.980 -0.429 0.344
H 7.369586 -1.428787 15.752459 0.777 0.029 -0.040 0.416
H 8.050835 -2.715710 14.657154 0.522 -0.736 0.821 0.232
C 2.060576 4.961824 -3.896914 1.160 0.677 -0.981 -0.951
N 1.582565 4.248737 -5.092222 1.298 -0.717 -0.280 0.368
C 1.757158 2.926482 -5.162277 -0.929 -1.253 0.347 -0.139
C 1.130592 2.185819 -6.155940 0.053 -0.086 -0.615 -0.754
C 0.464211 2.853217 -7.214443 0.136 -0.972 -0.145 0.771
C 0.495042 4.256482 -7.206106 0.099 -0.248 0.399 -0.359
C 1.104570 4.912395 -6.153065 -0.977 0.304 0.394 -0.550
C -0.203557 2.005119 -8.322558 1.049 0.853 0.737 0.680
C 0.498988 0.908033 -8.843474 -0.844 0.141 0.831 -0.600
C -0.213036 0.086362 -9.704548 0.936 -0.944 -0.313 -0.123
N -1.492181 0.325002 -10.014512 0.260 -0.106 -1.743 0.205
C -2.119723 1.449346 -9.591436 0.207 -0.595 -1.049 -0.741
C -1.485058 2.339884 -8.812684 1.306 0.545 1.989 -0.529
C -2.192180 -0.577510 -11.042971 -1.133 1.309 1.608 -0.893
H 1.223848 5.449905 -3.463280 -0.571 0.767 0.325 0.420
H 2.890978 5.609896 -4.207361 -0.639 0.421 -0.014 0.582
H 2.540997 4.353001 -3.165594 -0.124 -1.290 0.249 -0.012
H 2.306044 2.428307 -4.346021 -0.119 0.325 -0.080 0.197
H 1.151587 1.077747 -6.045356 -0.030 0.983 -0.401 0.427
H -0.008804 4.881857 -7.925950 0.114 -0.154 -0.342 0.565
H 1.121898 5.989829 -6.043777 -0.152 -0.037 -0.221 0.456
H 1.492514 0.604500 -8.467642 -0.689 0.343 -0.508 0.523
H 0.291479 -0.806814 -10.154593 -0.885 0.889 0.491 0.292
H -3.080403 1.666235 -9.994800 -0.700 -0.273 -0.134 0.508
H -1.965549 3.227206 -8.395428 -0.111 -0.328 -0.386 0.447
H -1.609027 -1.460259 -11.192033 0.229 -0.461 0.103 0.282
H -2.383315 -0.057067 -11.992232 0.337 0.074 0.476 0.351
H -3.159278 -0.773579 -10.530053 0.624 -0.374 -0.686 0.394
P 2.665723 -0.420207 4.387292 -0.484 0.516 -0.643 1.391
F 3.664264 -0.578306 5.643101 0.288 0.009 0.877 -0.365
F 2.479936 -1.999610 4.284854 0.132 -0.392 0.417 -0.390
F 1.403178 -0.316876 5.410729 0.022 0.119 0.307 -0.391
F 1.662256 -0.250600 3.155651 -0.449 0.364 -0.540 -0.395
F 2.850323 1.216074 4.450322 -0.191 -0.154 0.455 -0.466
F 3.917273 -0.467192 3.410426 0.660 -0.132 -0.585 -0.351
P -2.653833 3.941274 -4.551771 0.415 -2.939 1.686 1.908
F -1.759934 4.846309 -3.511242 -0.180 -0.161 -0.856 -0.445
F -2.947970 2.978926 -3.274896 0.227 -1.268 0.353 -0.938
F -4.030690 4.619919 -4.148345 -0.419 1.394 -0.322 -0.436
F -3.481432 2.924451 -5.550628 -0.010 0.188 0.355 -0.461
F -2.352019 4.880867 -5.709866 0.526 1.652 -1.752 -0.276
F -1.319680 2.963075 -4.919364 -0.499 1.122 0.573 -0.316
P -1.744643 -1.797019 -6.901078 2.024 -1.479 -0.774 2.062
F -1.455513 -2.142758 -8.474442 0.082 0.379 0.526 -0.332
F -3.208815 -2.446170 -7.079946 0.277 0.379 0.133 -0.396
F -1.056224 -3.229452 -6.450998 -0.980 0.047 -0.360 -0.367
F -2.068799 -1.517501 -5.371053 0.140 0.363 0.999 -1.153
F -0.198554 -1.204494 -6.726218 -0.466 0.217 -0.114 -0.315
F -2.190935 -0.303267 -7.254318 -0.725 0.112 -0.419 -0.279
P -4.997409 2.040344 1.629600 0.506 -0.113 2.046 1.441
F -4.138537 2.730640 2.858321 -0.173 -0.352 -0.425 -0.391
F -3.994977 0.716125 1.785844 -0.846 -0.101 -0.414 -0.517
F -6.009514 1.418410 2.709064 0.049 0.014 -0.309 -0.448
F -5.861602 1.350806 0.429346 0.308 -0.211 0.338 -0.231
F -5.820285 3.403075 1.494443 -0.958 0.157 -0.085 -0.368
F -3.974641 2.597566 0.578670 1.036 0.462 -1.328 -0.273
C 3.589985 -0.466865 -3.550747 0.569 1.216 -0.870 -1.141
C 3.398862 0.693460 -2.502415 -1.340 -0.280 -0.128 0.731
O 3.011929 0.276598 -1.384954 0.594 0.464 -0.145 -0.534
O 3.432748 1.932024 -2.853955 0.429 -1.408 0.099 -0.887
H 4.163836 -0.118017 -4.463802 -0.787 -0.435 0.935 0.379
H 2.576595 -0.802596 -3.831871 0.287 0.315 -0.123 -0.130
H 4.071837 -1.359861 -3.148690 0.115 0.326 0.273 0.342
C -4.487982 -4.153873 0.799842 -2.285 1.795 -0.019 -1.657
C -3.300556 -3.582339 0.015048 0.948 -0.268 -0.966 0.422
O -3.516582 -3.214635 -1.201423 0.054 -0.308 1.542 -0.269
O -2.166537 -3.544622 0.586908 -1.376 0.125 -0.500 -0.408
H -5.060715 -5.024368 0.468092 0.809 -0.203 -0.644 0.377
H -5.364668 -3.383031 0.791710 1.607 -0.844 0.082 0.259
H -4.255138 -4.331902 1.829054 0.372 -0.062 0.592 0.356